Below is a cluster of 6 separate species, C21H55NO7 in total, with properties calculated with wB97M-V/def2-TZVPD.

Values from the calculation:
Structure (SMILES)   COCCNCCOC.CC(C)O.CC(C)O.CC(C)O.CC(C)O.CC(C)O
Highest occupied orbital energy   -0.3083 Ha
Calculated total energy   -38488.76553 eV
Charge   0
Relative energy (zero: lowest compared OMol25 entry of this formula, charge and spin)   0.738 eV
Gap between HOMO and LUMO   0.3299 Eh

Last column: Mulliken charge in e.
Cartesian coordinates (Å):
C1 6.4543 3.9437 15.2889  -0.77
O1 6.8936 5.2619 15.4401  -0.32
C2 8.2782 5.4217 15.6441  -0.41
C3 8.6618 6.8722 15.6487  -0.28
N1 7.9341 7.5659 16.6844  -0.40
C4 8.2756 8.9986 16.7002  -0.36
C5 7.2609 9.7528 17.5369  -0.81
O2 5.9744 9.6217 16.9159  -0.31
C6 5.0599 10.6165 17.3348  -0.78
H1 5.9444 3.5518 16.1791  0.27
H2 7.2389 3.2220 15.0481  0.32
H3 5.6706 3.9513 14.5276  0.24
H4 8.8058 4.8562 14.8597  0.21
H5 8.6616 4.9270 16.5492  0.31
H6 8.4129 7.2149 14.6276  0.27
H7 9.7483 6.9723 15.6938  0.18
H8 6.9266 7.5012 16.6477  0.37
H9 8.1724 9.3929 15.6805  0.21
H10 9.2916 9.1161 17.0750  0.34
H11 7.5302 10.8130 17.5392  0.49
H12 7.1241 9.3928 18.5584  0.36
H13 4.2885 10.6188 16.5573  0.26
H14 5.4770 11.6215 17.2111  0.32
H15 4.6344 10.3453 18.3005  0.28
C7 16.6167 11.9113 16.0478  -1.40
C8 15.8742 13.2333 15.8362  1.33
C9 15.1716 13.7273 17.0882  -1.34
O3 16.9597 14.1426 15.5342  -0.59
H16 15.8859 11.0863 15.9843  0.27
H17 17.0989 11.7518 17.0105  0.40
H18 17.2304 11.7154 15.1696  0.37
H19 15.1923 13.0773 15.0035  -0.35
H20 14.4233 14.4535 16.7624  0.32
H21 15.8666 14.1852 17.7912  0.34
H22 14.6720 12.9593 17.6839  0.33
H23 17.6508 14.1487 16.1951  0.35
C10 11.7086 4.9472 12.8755  -1.35
C11 11.5439 6.1560 11.9727  0.41
C12 10.2150 6.8789 12.2784  -0.54
O4 12.5648 7.1167 12.2857  -0.51
H24 12.5202 4.2799 12.5984  0.34
H25 10.7394 4.4458 12.9660  0.39
H26 11.8469 5.2261 13.9270  0.24
H27 11.6153 5.7860 10.9500  0.48
H28 10.2312 7.1466 13.3320  -0.44
H29 9.4149 6.1577 12.1096  0.49
H30 10.1716 7.7640 11.6498  0.33
H31 13.1219 7.3914 11.5460  0.16
C13 13.8318 9.7099 14.2395  -1.26
C14 12.5305 9.4719 15.0003  0.49
C15 11.3498 10.1370 14.3129  -0.28
O5 12.3215 8.0430 14.9982  -0.51
H32 13.6268 9.7095 13.1572  0.24
H33 14.5915 8.9409 14.3606  0.44
H34 14.2858 10.7075 14.2824  0.25
H35 12.6980 9.6613 16.0631  0.34
H36 10.3776 9.9389 14.7579  -0.07
H37 11.2982 9.7260 13.2981  0.12
H38 11.4961 11.2041 14.1192  0.02
H39 12.4428 7.7777 14.0645  0.18
C16 16.0469 10.0634 11.1860  -1.05
C17 14.8281 9.7751 10.2730  0.59
C18 15.0556 10.2900 8.8702  -1.44
O6 14.5663 8.3682 10.2426  -0.53
H40 16.4418 11.0517 10.9750  0.35
H41 16.7753 9.2688 10.9986  0.39
H42 15.7547 9.8667 12.2167  0.09
H43 13.9530 10.2875 10.6802  0.22
H44 14.1134 10.4274 8.3419  0.35
H45 15.7100 9.6421 8.2746  0.38
H46 15.6297 11.2203 8.8692  0.34
H47 15.2669 8.0034 9.6896  0.33
C19 11.9908 14.8164 12.8687  -1.18
C20 13.4959 15.0774 12.9768  1.00
C21 14.3370 14.1425 12.1628  -1.12
O7 13.8270 16.4328 12.6415  -0.55
H48 11.3311 15.5048 13.3860  0.42
H49 11.7858 13.8061 13.2422  0.06
H50 11.7301 14.6615 11.8143  0.39
H51 13.7654 14.9337 14.0302  -0.24
H52 14.2095 14.4145 11.1098  0.35
H53 14.0967 13.0805 12.2892  0.14
H54 15.4071 14.1652 12.3756  0.38
H55 13.1060 16.7413 12.0820  0.36

Below is a cluster of 8 separate species, C21H56BF4O21S7 in total, with properties calculated with wB97M-V/def2-TZVPD.

Values from the calculation:
Highest occupied orbital energy   -0.3292 Ha
Calculated total energy   -153082.44390 eV
Charge   -1
Relative energy (zero: lowest compared OMol25 entry of this formula, charge and spin)   0.143 eV
Gap between HOMO and LUMO   0.3980 Eh

Last column: Mulliken charge in e.
Cartesian coordinates (Å):
B1 0.1199 -0.2216 0.0504  0.48
F1 1.2845 -0.7181 0.6766  -0.41
F2 -0.2459 -1.1833 -0.9136  -0.31
F3 -0.9610 -0.1390 0.9718  -0.31
F4 0.3164 1.0673 -0.4264  -0.25
O1 -5.7635 3.4399 -0.1952  -0.66
S1 -4.6883 2.7591 -0.8276  1.17
O2 -4.6525 2.5687 -2.2402  -0.59
O3 -3.3815 3.5450 -0.4248  -0.45
C1 -2.0809 2.9503 -0.6664  0.83
C2 -1.1595 4.1583 -0.5751  -1.48
C3 -4.4705 1.1986 -0.0237  -0.56
H1 -1.9564 2.4922 -1.6466  0.29
H2 -1.8594 2.2293 0.1184  -0.38
H3 -1.4862 4.9435 -1.2509  0.43
H4 -0.1566 3.8250 -0.8530  0.27
H5 -1.1235 4.4985 0.4582  0.36
H6 -3.8844 0.5569 -0.6725  0.07
H7 -5.4626 0.8324 0.2204  0.52
H8 -3.9240 1.3574 0.9056  0.08
O4 3.8615 -3.9285 -3.3670  -0.63
S2 4.0138 -4.8495 -2.2909  1.26
O5 4.5460 -6.1411 -2.4893  -0.64
O6 4.9377 -4.1692 -1.2230  -0.35
C4 4.5510 -2.8464 -0.7970  -0.50
C5 4.5387 -2.7891 0.7241  -0.32
C6 2.4862 -4.9755 -1.4114  -0.63
H9 3.5973 -2.5326 -1.2203  0.27
H10 5.2758 -2.1046 -1.1438  0.30
H11 3.9335 -1.9190 0.9820  -0.19
H12 5.4825 -2.6403 1.2465  0.37
H13 4.0455 -3.6392 1.2035  0.25
H14 2.7364 -4.9457 -0.3572  0.21
H15 2.0388 -5.9212 -1.7049  0.45
H16 1.8349 -4.1394 -1.6571  0.12
O7 0.3080 -4.8744 2.2660  -0.62
S3 -0.9828 -4.4084 2.6769  1.31
O8 -2.0300 -5.3312 2.8753  -0.65
O9 -0.7918 -3.6209 4.0340  -0.38
C7 0.1028 -2.5141 4.0593  -0.08
C8 -0.5506 -1.2943 4.6418  -0.92
C9 -1.5059 -3.1348 1.5761  -0.28
H17 0.5838 -2.3196 3.0942  -0.01
H18 0.9911 -2.7776 4.6442  0.36
H19 -1.3893 -0.8596 4.0972  0.14
H20 0.1802 -0.5567 4.9705  0.33
H21 -1.0584 -1.5673 5.5811  0.41
H22 -2.3482 -2.6270 2.0339  0.34
H23 -1.7006 -3.6055 0.6184  0.24
H24 -0.6790 -2.4413 1.4560  -0.25
O10 -4.1645 -0.5863 -3.3617  -0.56
S4 -3.5065 -1.8416 -3.2646  1.18
O11 -4.0858 -3.0003 -3.8481  -0.66
O12 -2.0628 -1.6158 -3.8045  -0.21
C10 -1.1513 -2.7550 -3.9476  -0.02
C11 -0.5172 -2.7035 -5.3190  -1.23
C12 -3.2514 -2.1580 -1.5346  -0.50
H25 -1.7142 -3.6617 -3.7314  0.62
H26 -0.3887 -2.5789 -3.1879  0.01
H27 -0.4043 -1.6802 -5.6735  0.15
H28 -1.1937 -3.1479 -6.0584  0.35
H29 0.3972 -3.2898 -5.3034  0.38
H30 -2.6653 -1.3342 -1.1320  -0.36
H31 -2.6566 -3.0643 -1.4638  0.36
H32 -4.2542 -2.1724 -1.1199  0.49
O13 -0.4532 0.3457 -7.3063  -0.59
S5 -0.5704 1.7622 -7.4204  1.16
O14 -1.4777 2.3249 -8.3525  -0.64
O15 -0.8955 2.4173 -6.0362  -0.39
C13 -0.3181 1.7545 -4.8580  -0.01
C14 -0.0969 2.7966 -3.7961  -1.00
C15 1.0621 2.3505 -7.7582  -0.86
H33 0.6090 1.2495 -5.1252  0.54
H34 -1.0642 1.0201 -4.5594  0.08
H35 0.2841 2.3649 -2.8705  0.10
H36 -1.0410 3.3138 -3.6261  0.29
H37 0.6520 3.5277 -4.1126  0.33
H38 1.0685 3.4351 -7.8214  0.32
H39 1.4068 1.8114 -8.6299  0.35
H40 1.6342 2.1234 -6.8574  0.29
O16 -0.7003 4.1296 6.9477  -0.64
S6 -2.0697 4.1848 6.5514  1.19
O17 -2.8047 5.3958 6.5550  -0.63
O18 -2.1817 3.6039 5.0879  -0.32
C16 -1.5022 2.3537 4.8101  -0.43
C17 -1.2215 2.2731 3.3477  -0.52
C18 -2.9362 2.9630 7.4875  -0.89
H41 -2.1977 1.5403 5.0455  0.28
H42 -0.5946 2.2548 5.4017  0.55
H43 -2.1134 2.4032 2.7237  0.22
H44 -0.8909 1.2692 3.0705  -0.09
H45 -0.4955 2.9873 2.9655  0.28
H46 -3.0597 3.3062 8.5092  0.37
H47 -2.4216 2.0115 7.4123  0.29
H48 -3.9206 2.8782 7.0248  0.32
O19 1.9875 2.6437 2.6364  -0.47
S7 3.2791 2.8485 2.0718  1.10
O20 3.8993 4.1148 2.0564  -0.68
O21 4.3229 1.8724 2.7660  -0.38
C19 3.9705 0.4743 2.8951  0.79
C20 5.2136 -0.3797 3.0430  -1.43
C21 3.1768 2.2149 0.4275  -0.53
H49 3.2920 0.1204 2.1135  -0.33
H50 3.3398 0.3268 3.7824  0.17
H51 4.8967 -1.4156 3.1157  0.38
H52 5.8241 0.0258 3.8452  0.40
H53 5.7963 -0.3490 2.1159  0.34
H54 4.1469 1.8169 0.1345  0.43
H55 2.9046 2.9863 -0.2879  0.43
H56 2.4069 1.4509 0.4200  -0.21